The following is a quantum chemistry calculation of an isolated molecule of C4H8N2O2 in a non-equilibrium geometry, from OMol25.

Its gap between HOMO and LUMO is 9.27 eV. As for the HOMO energy: -8.7 eV. The value obtained for the total energy is -11348.793 eV. Its structure (SMILES) is CN(O)C(=O)/C=C\N. The energy relative to the best compared isomer or geometry (same formula, charge and spin) comes out at 5.3201 eV.

Element x y z (Å)
1 C 0.78 -1.43 0.89
2 C 0.24 0.73 0.08
3 C -1.00 0.89 0.78
4 C -1.99 0.09 0.16
5 H 0.62 -2.38 0.30
6 H -0.06 -1.09 1.75
7 H 1.83 -1.29 1.53
8 H 2.32 0.59 -0.47
9 H -1.45 1.73 1.29
10 H -2.98 0.43 0.39
11 H -1.13 -0.62 -1.55
12 H -2.99 -1.04 -1.08
13 N 0.75 -0.52 -0.14
14 N -1.95 -0.78 -0.84
15 O 2.12 -0.33 -0.62
16 O 0.88 1.72 -0.24



The following is a quantum chemistry calculation of an isolated molecule of C6H11N3 in a non-equilibrium geometry, from OMol25.

Its gap between HOMO and LUMO is 7.56 eV. As for the HOMO energy: -6.8 eV. The value obtained for the total energy is -10870.819 eV. Its structure (SMILES) is Cc1nc(C)n(C)c1N. The energy relative to the best compared isomer or geometry (same formula, charge and spin) comes out at 0.0000 eV.

Element x y z (Å)
1 C -1.77 -0.76 -1.08
2 C 1.09 -1.71 -1.77
3 C 1.53 1.52 1.92
4 N -0.56 -0.32 -0.43
5 C -0.49 0.57 0.61
6 C 0.73 -0.72 -0.72
7 C 0.86 0.69 0.89
8 N -1.57 1.15 1.17
9 N 1.60 -0.11 0.06
10 H -2.50 1.09 0.78
11 H -1.46 1.88 1.87
12 H -2.27 -1.47 -0.41
13 H -2.41 0.10 -1.27
14 H -1.54 -1.24 -2.03
15 H 2.00 -2.25 -1.48
16 H 1.29 -1.19 -2.72
17 H 0.31 -2.45 -1.94
18 H 1.30 1.14 2.92
19 H 2.62 1.50 1.79
20 H 1.20 2.56 1.85



The following is a quantum chemistry calculation of a structure of composition C14H19KN3OS, from OMol25.

Its gap between HOMO and LUMO is 9.24 eV. As for the HOMO energy: -11.7 eV. The value obtained for the total energy is -48500.896 eV. As for the total charge: +1. The energy relative to the best compared isomer or geometry (same formula, charge and spin) comes out at 0.0000 eV.

Element x y z (Å)
1 K 0.34 -0.71 -0.58
2 C 5.34 -0.68 -0.06
3 C 5.71 0.65 -0.03
4 C 4.72 1.62 -0.04
5 C 3.38 1.24 -0.10
6 N 3.03 -0.06 -0.13
7 C 3.99 -0.98 -0.11
8 C 2.29 2.28 -0.11
9 C 2.62 3.64 -0.11
10 C 1.61 4.59 -0.11
11 C 0.29 4.16 -0.09
12 C 0.06 2.80 -0.08
13 N 1.02 1.88 -0.09
14 H 6.07 -1.48 -0.06
15 H 6.75 0.94 0.02
16 H 5.00 2.65 0.01
17 H 3.67 -2.01 -0.13
18 H 3.64 3.96 -0.13
19 H 1.86 5.64 -0.11
20 H -0.53 4.86 -0.08
21 H -0.96 2.43 -0.06
22 O -2.07 -0.79 -0.89
23 S -3.10 -1.12 0.17
24 C -4.72 -0.80 -0.59
25 C -5.50 -2.12 -0.60
26 C -4.47 -3.21 -0.86
27 C -3.34 -2.92 0.13
28 H -4.47 -0.49 -1.60
29 H -5.21 0.02 -0.07
30 H -6.28 -2.08 -1.36
31 H -5.99 -2.29 0.36
32 H -4.09 -3.14 -1.89
33 H -4.87 -4.21 -0.72
34 H -2.37 -3.35 -0.12
35 H -3.62 -3.22 1.14
36 N 0.04 -1.87 1.97
37 H 0.77 -1.33 2.43
38 H 0.25 -2.85 2.16
39 H -0.82 -1.67 2.47



The following is a quantum chemistry calculation of a structure of composition C7H13CaN3O3 in a non-equilibrium geometry, from OMol25.

Its gap between HOMO and LUMO is 7.64 eV. As for the HOMO energy: -7.2 eV. The value obtained for the total energy is -36518.787 eV.

Element x y z (Å)
1 Ca -0.20 0.85 0.45
2 N -2.06 3.97 1.10
3 C -1.08 3.13 1.45
4 O -0.10 2.97 0.72
5 C -1.25 2.39 2.74
6 C -1.42 0.89 2.44
7 H -2.02 4.40 0.18
8 H -2.91 4.05 1.63
9 H -2.09 2.80 3.31
10 H -0.33 2.53 3.32
11 H -2.49 0.68 2.31
12 H -1.11 0.33 3.33
13 C 2.30 -2.96 -1.98
14 C 1.71 -1.72 -1.37
15 N 2.36 -0.96 -0.57
16 O 3.69 -1.32 -0.34
17 C 0.32 -1.37 -1.61
18 C -0.68 -2.41 -2.02
19 N 0.03 -0.14 -1.35
20 O -1.22 0.28 -1.29
21 H 3.36 -2.80 -2.13
22 H 1.81 -3.21 -2.92
23 H 2.19 -3.79 -1.29
24 H 4.04 -0.61 0.22
25 H -0.54 -3.32 -1.44
26 H -0.60 -2.65 -3.08
27 H -1.68 -2.01 -1.84